Here is a gas-phase ion, C27H39F2OSi (charge +1) at a distorted geometry from the OMol25 dataset. Energies are from ωB97M-V/def2-TZVPD.

ORCA input file:
```
! wB97M-V def2-TZVPD RIJCOSX def2/J DEFGRID3
* xyz 1 1
C -0.9976 2.8048 0.9480
C -0.1784 1.6027 0.4784
C -0.7709 0.9624 -0.7779
Si 0.2578 0.4194 1.8851
C 0.8894 -1.1947 1.1067
C 0.4561 -2.4544 1.8482
C 2.4045 -1.2104 0.8548
C 1.6947 1.2234 2.8427
C 1.3151 1.6526 4.2578
C 2.4041 2.3624 2.0916
O -1.0926 0.2238 2.9803
C -2.2085 -0.4010 3.0251
C -3.1924 -0.2982 4.1181
C -4.4675 0.2264 3.4308
H -1.1317 3.4986 0.1068
H -1.9949 2.5051 1.2942
H -0.5023 3.3630 1.7513
H 0.8252 1.9667 0.2074
H -0.9883 1.7489 -1.5136
H -0.0640 0.2686 -1.2473
H -1.7046 0.4257 -0.5693
H 0.3938 -1.1923 0.1250
H 0.8423 -3.3395 1.3253
H 0.8475 -2.4769 2.8714
H -0.6337 -2.5475 1.8867
H 2.6666 -2.0853 0.2409
H 2.7612 -0.3214 0.3183
H 2.9719 -1.2932 1.7919
H 2.4014 0.3832 2.9187
H 2.1961 2.0920 4.7467
H 0.5215 2.4118 4.2516
H 0.9936 0.7968 4.8647
H 3.2943 2.6697 2.6592
H 2.7488 2.0644 1.0916
H 1.7577 3.2463 1.9878
H -2.4781 -1.0480 2.1760
H -2.9180 0.4698 4.8632
H -4.3653 1.3176 3.3906
H -4.5636 -0.1601 2.4066
H -5.3658 -0.0067 4.0106
C 1.8010 -1.2824 7.8580
C 0.5389 -1.4752 7.0957
C -0.6361 -0.8556 7.5086
F -0.6149 -0.1924 8.7095
C -1.8231 -0.9036 6.7884
C -1.9016 -1.6978 5.6360
C -3.1794 -1.6499 4.7595
C -4.4507 -2.0678 5.5098
C -4.5080 -2.2639 6.8968
C -5.7377 -2.5291 7.4914
F -5.7978 -2.6247 8.8611
C -6.9217 -2.7043 6.7903
C -8.1742 -2.9910 7.5306
C -6.8340 -2.6209 5.3983
C -5.6339 -2.2920 4.7748
C -0.7586 -2.3853 5.2338
C 0.4411 -2.2680 5.9438
H 2.6396 -1.7162 7.3056
H 2.0239 -0.2198 8.0352
H 1.7670 -1.7751 8.8391
H -2.6892 -0.3343 7.1518
H -3.0695 -2.3859 3.9426
H -3.6353 -2.1764 7.5388
H -8.9752 -3.2281 6.8349
H -8.0476 -3.8318 8.2147
H -8.4864 -2.1307 8.1255
H -7.7270 -2.8035 4.7879
H -5.6029 -2.1913 3.6830
H -0.8057 -3.0144 4.3373
H 1.3272 -2.8090 5.6085
*
```

As for the LUMO energy: -4.706 eV.



Here is 2 unconnected molecules or ions with the total composition C3H4BrF at a distorted geometry from the OMol25 dataset. Energies are from ωB97M-V/def2-TZVPD.

ORCA input file:
```
! wB97M-V def2-TZVPD RIJCOSX def2/J DEFGRID3
* xyz 0 1
C -0.3124 0.2852 -0.7461
C -0.6739 0.1775 0.7360
C 0.3604 -0.7017 0.1556
F 0.4968 -1.9959 0.0655
Br 2.8574 0.4973 0.0049
H -1.0101 -0.0118 -1.5993
H 0.2345 1.1213 -1.1725
H -0.3050 0.9673 1.4053
H -1.6478 -0.3392 1.1504
*
```

As for the LUMO energy (spin up / spin down): -1.837 / -1.838 eV.



Here is 11 unconnected molecules or ions with the total composition C41H114N10O11 at a distorted geometry from the OMol25 dataset. Energies are from ωB97M-V/def2-TZVPD.

ORCA input file:
```
! wB97M-V def2-TZVPD RIJCOSX def2/J DEFGRID3
* xyz 0 1
C -6.6325 15.1384 -3.2394
C -5.6248 14.0241 -3.3743
C -6.1777 12.6008 -3.3596
O -6.7580 12.3123 -2.1613
C -7.3740 10.9688 -2.0482
N -4.9444 14.3643 -4.5938
H -7.3276 15.1663 -4.0785
H -6.1900 16.1040 -2.9948
H -7.2409 14.9754 -2.3499
H -4.9975 14.1503 -2.4918
H -5.3430 11.9043 -3.4387
H -6.8734 12.4311 -4.1814
H -6.6384 10.1646 -2.0312
H -8.0591 10.7876 -2.8764
H -7.9346 10.7762 -1.1335
H -4.3449 13.5947 -4.8552
H -5.6878 14.2756 -5.2717
C 7.8750 -8.1239 0.6374
C 9.3059 -7.8744 1.2070
C 10.2533 -9.0687 0.8182
O 9.9420 -10.3521 1.3557
C 10.8451 -11.3323 1.1173
N 9.7766 -6.6214 0.6415
H 8.0228 -8.5484 -0.3556
H 7.3130 -7.1902 0.6149
H 7.4353 -8.9112 1.2496
H 9.0683 -7.8116 2.2690
H 11.2818 -8.8781 1.1249
H 10.1709 -9.2192 -0.2582
H 10.6867 -12.1688 1.7979
H 11.8711 -10.9857 1.2403
H 10.7753 -11.5633 0.0543
H 9.2019 -5.8541 0.9595
H 9.7363 -6.6538 -0.3672
C -2.8440 5.2214 -9.5954
C -2.5110 4.7241 -8.1574
C -1.0898 4.2319 -7.9683
O -0.7781 4.0856 -6.5764
C 0.2954 3.1711 -6.3959
N -2.7763 5.8049 -7.2032
H -3.8035 5.7134 -9.7552
H -2.8365 4.3975 -10.3091
H -2.0666 5.9436 -9.8445
H -3.2003 3.9630 -7.7916
H -0.3791 4.9355 -8.4018
H -0.9706 3.3143 -8.5445
H 0.0612 2.1169 -6.2478
H 0.9604 3.3626 -5.5538
H 0.9525 3.2507 -7.2619
H -2.5761 5.4767 -6.2692
H -3.7546 6.0545 -7.1740
C 7.9526 -0.6934 3.9061
C 9.1494 0.0748 3.3779
C 8.7278 1.1500 2.3050
O 8.7651 0.6030 1.0046
C 8.2823 1.4473 -0.0480
N 9.8147 0.6379 4.5836
H 8.2434 -1.3049 4.7603
H 7.5300 -1.3976 3.1895
H 7.2261 0.0594 4.2121
H 9.8580 -0.5625 2.8490
H 9.4207 1.9907 2.3392
H 7.7897 1.6344 2.5763
H 8.3420 0.8609 -0.9648
H 8.9229 2.3283 -0.0886
H 7.2231 1.6752 0.0710
H 10.0904 -0.1454 5.1586
H 10.6364 1.1787 4.3547
C -10.6512 2.2243 5.3306
C -10.6025 2.7497 3.9439
C -10.3423 4.3011 3.9393
O -11.3561 4.8645 4.7005
C -11.2083 6.2673 4.9595
N -9.5920 2.0004 3.2142
H -10.9743 1.1838 5.3625
H -11.3575 2.7716 5.9549
H -9.6854 2.4390 5.7881
H -11.6154 2.6584 3.5518
H -10.4479 4.6758 2.9212
H -9.3403 4.5449 4.2922
H -11.2419 6.8554 4.0423
H -10.3429 6.6017 5.5317
H -12.1040 6.6159 5.4736
H -8.7006 2.4452 3.3804
H -9.7082 2.2882 2.2530
C -3.2000 -3.6006 5.5132
C -1.7591 -3.6615 5.9412
C -0.7532 -4.7225 5.3420
O 0.5378 -4.4717 5.8993
C 1.6373 -5.2663 5.4581
N -1.2187 -2.3539 5.5931
H -3.7742 -2.8111 5.9982
H -3.7262 -4.5507 5.6053
H -3.3393 -3.3342 4.4655
H -1.8397 -3.7744 7.0223
H -0.7739 -4.6420 4.2552
H -1.1413 -5.7181 5.5574
H 1.3009 -6.3027 5.4877
H 2.4922 -5.2192 6.1328
H 1.8730 -4.9921 4.4299
H -1.0261 -2.4046 4.6029
H -0.3210 -2.2871 6.0511
C 1.4519 4.7465 4.9453
C 1.7275 6.2078 4.9094
C 0.4298 7.0769 4.9011
O -0.1890 6.9534 3.6044
C -1.5381 7.4932 3.5874
N 2.5364 6.5715 6.0390
H 2.4026 4.2137 4.9621
H 0.8184 4.3590 4.1473
H 0.9719 4.4886 5.8893
H 2.2596 6.3753 3.9729
H 0.6734 8.1208 5.0984
H -0.2909 6.7031 5.6284
H -1.4045 8.5545 3.7965
H -2.2129 7.0240 4.3033
H -1.9385 7.2503 2.6031
H 2.0546 6.4093 6.9117
H 3.2589 5.8666 6.0717
C 4.8364 -5.8072 -6.2326
C 5.9505 -5.5561 -5.2481
C 7.2527 -5.9179 -5.9254
O 8.2256 -5.9603 -4.9316
C 9.4505 -6.4747 -5.4275
N 5.9769 -4.1530 -4.7609
H 5.0085 -5.2496 -7.1532
H 3.8573 -5.5570 -5.8240
H 4.8620 -6.8510 -6.5455
H 5.7553 -6.2659 -4.4443
H 7.6607 -5.1652 -6.5999
H 7.2299 -6.8399 -6.5065
H 10.2136 -6.5756 -4.6557
H 10.0193 -5.9858 -6.2184
H 9.3005 -7.5148 -5.7170
H 6.2024 -3.5160 -5.5116
H 6.7439 -4.0366 -4.1142
C -2.5347 -11.6712 -0.7686
C -1.1115 -12.0147 -0.2601
C -0.6708 -11.2178 0.9557
O -0.7959 -9.8026 0.7640
C -0.0003 -9.1950 -0.2381
N -1.1340 -13.4443 0.0318
H -2.8333 -10.6249 -0.8326
H -3.3491 -12.0747 -0.1669
H -2.7431 -12.0106 -1.7832
H -0.4164 -11.9111 -1.0933
H 0.3538 -11.4435 1.2514
H -1.3157 -11.5338 1.7757
H 1.0086 -9.5970 -0.3303
H 0.0548 -8.1094 -0.1574
H -0.4399 -9.3725 -1.2196
H -0.1783 -13.7710 0.0439
H -1.4549 -13.5612 0.9823
C -3.4023 2.4725 -0.9641
C -2.9232 1.4195 0.0410
C -1.4402 1.0229 -0.2645
O -0.9287 -0.0383 0.5247
C 0.3971 -0.3949 0.0778
N -3.1193 2.0066 1.3769
H -3.3287 2.0484 -1.9655
H -2.7073 3.3119 -0.9890
H -4.4004 2.8458 -0.7348
H -3.5798 0.5504 0.0001
H -0.8020 1.8967 -0.1337
H -1.3396 0.6967 -1.2997
H 1.0339 0.4841 -0.0210
H 0.2521 -0.9724 -0.8352
H 0.8826 -0.9549 0.8770
H -2.8941 1.3429 2.1042
H -2.3611 2.6619 1.5022
C -10.3762 0.8117 -3.7927
O -10.5078 1.8897 -2.8175
H -9.3313 0.6480 -4.0562
H -10.8577 -0.0722 -3.3742
H -10.8360 0.9590 -4.7699
H -11.1940 2.4707 -3.1540
*
```

As for the LUMO energy: 0.383 eV. As for the SMILES: COC[C@H](C)N.COC[C@H](C)N.COC[C@H](C)N.COC[C@H](C)N.COC[C@H](C)N.COC[C@H](C)N.COC[C@H](C)N.COC[C@H](C)N.COC[C@H](C)N.COC[C@H](C)N.CO.



Here is 2 unconnected molecules or ions with the total composition C2H3Cl3O at a distorted geometry from the OMol25 dataset. Energies are from ωB97M-V/def2-TZVPD.

ORCA input file:
```
! wB97M-V def2-TZVPD RIJCOSX def2/J DEFGRID3
* xyz 0 1
C 0.7928 1.4927 -0.3306
C -1.2337 -1.1670 -0.0582
O 1.2988 1.9082 0.6951
Cl 1.9113 1.0953 -1.6054
Cl -1.3100 -2.9391 0.2591
Cl -1.5380 -0.1264 1.2752
H -1.9103 -0.9458 -1.0008
H -0.2131 -0.9451 -0.1878
H 2.2022 1.6272 0.9534
*
```

As for the LUMO energy: 0.205 eV.



Here is C4H5N3 in the gas phase at a distorted geometry from the OMol25 dataset. Energies are from ωB97M-V/def2-TZVPD.

ORCA input file:
```
! wB97M-V def2-TZVPD RIJCOSX def2/J DEFGRID3
* xyz 0 1
N 2.2029 -0.8653 1.4839
C 1.5401 -0.5608 0.5861
C 0.6385 -0.1216 -0.5046
C -0.6759 -0.9468 -0.4836
N -1.5679 -0.1999 0.4080
C -1.0567 0.9592 0.5178
N 0.1096 1.2077 -0.2111
H 1.1661 -0.1552 -1.4612
H -1.1161 -0.9991 -1.4875
H -0.5159 -1.9643 -0.1218
H -1.4851 1.7537 1.1227
H 0.7604 1.8923 0.1512
*
```

As for the LUMO energy: 0.767 eV. As for the SMILES: N#C[C@H]1CN=CN1.



Here is 9 unconnected molecules or ions with the total composition C31H75N5O13 at a distorted geometry from the OMol25 dataset. Energies are from ωB97M-V/def2-TZVPD.

ORCA input file:
```
! wB97M-V def2-TZVPD RIJCOSX def2/J DEFGRID3
* xyz 0 1
C -7.6652 0.9491 -5.8640
O -6.2705 0.9244 -5.9733
C -5.5510 1.2029 -4.7954
C -4.0671 1.0928 -5.0274
O -3.2299 1.9027 -4.2166
C -3.5929 2.0153 -2.8591
H -7.9345 1.5216 -4.9657
H -8.1109 -0.0428 -5.7380
H -8.1449 1.4322 -6.7138
H -5.9016 0.6169 -3.9427
H -5.7389 2.2691 -4.5812
H -3.6841 1.3130 -6.0206
H -3.8039 0.0471 -4.8020
H -3.8914 1.0574 -2.4266
H -4.2443 2.8888 -2.7418
H -2.7582 2.3256 -2.2220
C 3.8995 2.5182 3.4562
O 3.2308 1.4761 4.1317
C 3.1589 0.3537 3.2789
C 2.4141 -0.8172 3.8409
O 3.2749 -1.5533 4.7265
C 2.6143 -2.7063 5.1601
H 4.8879 2.1686 3.1542
H 3.9361 3.4235 4.0625
H 3.3423 2.8629 2.5783
H 4.1337 0.0513 2.8732
H 2.6430 0.6766 2.3642
H 2.1337 -1.5328 3.0626
H 1.5418 -0.4400 4.3839
H 1.5958 -2.5096 5.5185
H 3.1184 -3.1929 5.9951
H 2.4936 -3.4662 4.3748
C -2.4131 -1.3340 3.3072
O -1.2354 -0.7692 3.8830
C -1.3462 -0.6499 5.2940
C -1.3554 -2.0142 5.9578
O -2.6940 -2.4740 6.1459
C -2.7292 -3.7843 6.6963
H -2.3999 -0.9179 2.2943
H -3.2721 -0.9090 3.8261
H -2.3618 -2.4180 3.1907
H -2.2565 -0.1142 5.5872
H -0.5486 -0.0365 5.7099
H -0.8630 -1.9335 6.9328
H -0.8608 -2.7677 5.3428
H -3.7851 -4.0481 6.7308
H -2.3520 -3.7065 7.7202
H -2.1941 -4.4979 6.0649
C 5.4347 0.1739 -3.2522
O 5.0654 -0.9500 -2.4630
C 5.0216 -0.6002 -1.0923
C 4.9110 -1.9090 -0.3042
O 4.6632 -1.5982 1.0605
C 4.5931 -2.7383 1.8785
H 4.6001 0.8751 -3.2616
H 5.6235 -0.1443 -4.2802
H 6.4351 0.4786 -2.9296
H 4.1605 0.0531 -0.9510
H 5.9351 -0.1043 -0.7527
H 5.8084 -2.5196 -0.3918
H 3.9733 -2.3672 -0.6328
H 5.5387 -3.2986 1.8370
H 3.8295 -3.4451 1.5329
H 4.4145 -2.4753 2.9178
C -1.5105 0.2308 -8.2034
C -0.9877 -0.3605 -6.9168
O 0.0459 0.0404 -6.4036
N -1.7588 -1.3156 -6.3788
C -1.3806 -1.9206 -5.1098
H -1.3107 1.2986 -8.2866
H -2.6015 0.1618 -8.2412
H -1.0867 -0.2243 -9.0979
H -2.6678 -1.4981 -6.7584
H -1.1520 -1.1843 -4.3389
H -0.3959 -2.3758 -5.2631
H -2.0736 -2.7089 -4.8390
C 3.2515 3.7073 -1.7291
C 4.2544 3.1002 -0.7812
O 3.9604 2.3440 0.1470
N 5.5502 3.2869 -1.0856
C 6.6901 2.8677 -0.2789
H 3.7706 3.9788 -2.6561
H 2.7955 4.6461 -1.4226
H 2.5131 2.9740 -2.0409
H 5.8095 3.9167 -1.8272
H 7.0356 1.9473 -0.7670
H 6.3936 2.3741 0.6496
H 7.4361 3.6261 -0.0867
C -0.6345 -4.7640 2.5869
C 0.5128 -4.4385 1.6709
O 1.5871 -5.0125 1.8324
N 0.4169 -3.4784 0.7174
C -0.6727 -2.5450 0.4925
H -0.5944 -4.3120 3.5745
H -0.6742 -5.8450 2.7139
H -1.5875 -4.5109 2.1102
H 1.2238 -3.5474 0.1164
H -1.6148 -3.0508 0.2869
H -0.3951 -1.9624 -0.3862
H -0.7436 -1.7942 1.2760
C -5.1996 4.7320 0.8945
C -4.8448 3.4406 1.5793
O -4.6180 3.4398 2.7818
N -4.7078 2.3639 0.7738
C -4.2087 1.0626 1.0949
H -5.7777 4.5564 -0.0152
H -4.3773 5.4344 0.7879
H -5.8659 5.2497 1.5897
H -5.0546 2.4830 -0.1617
H -3.9884 0.3631 0.2935
H -4.9197 0.4985 1.7208
H -3.3612 1.0014 1.7800
C 0.6283 0.7137 -1.9487
C 0.0402 1.0875 -0.5963
O -1.1192 0.7886 -0.3345
N 0.9159 1.6217 0.2581
C 0.5707 1.9223 1.6468
H 0.0667 1.2618 -2.7109
H 0.5835 -0.3391 -2.2222
H 1.6728 1.0053 -2.0793
H 1.9114 1.6112 0.0799
H 1.1491 2.7475 2.0432
H 0.3632 1.0668 2.2872
H -0.4333 2.3513 1.5110
*
```

As for the LUMO energy: 0.430 eV. As for the SMILES: CNC(C)=O.CNC(C)=O.CNC(C)=O.CNC(C)=O.CNC(C)=O.COCCOC.COCCOC.COCCOC.COCCOC.



Here is a molecular structure, C32H44BrN3P2Ti at a distorted geometry from the OMol25 dataset. Energies are from ωB97M-V/def2-TZVPD.

ORCA input file:
```
! wB97M-V def2-TZVPD RIJCOSX def2/J DEFGRID3
* xyz 2 3
C -2.9931 -2.0076 4.8140
C -1.9888 -2.4425 3.9336
C -2.2156 -3.5996 3.1771
C -3.3737 -4.3420 3.4183
N -4.2587 -3.9818 4.3359
C -4.1136 -2.8371 4.9919
C -0.7794 -1.7180 3.6545
C 0.3223 -1.2793 3.3692
C 1.4711 -0.8426 2.6476
C 1.4707 0.4315 1.9834
C 2.7228 0.9330 1.4319
C 3.3147 -0.2010 0.7231
C 3.4226 -1.4242 1.4091
C 2.5984 -1.6543 2.4964
Ti 1.5327 0.6279 -0.1103
P -1.1239 0.4330 -0.2996
H -1.5013 -3.8918 2.4091
H -2.9394 -1.0247 5.2730
H -3.5225 -5.2752 2.8828
H -4.8904 -2.5753 5.7097
H 2.7257 -2.5212 3.1466
H 0.5852 1.0339 2.0587
H 4.1233 -2.1769 1.0782
H 3.1941 1.8969 1.5864
C -1.9529 1.3656 -1.6923
C -3.3755 0.9713 -2.1008
H -1.2721 1.2986 -2.5568
H -1.9602 2.4255 -1.3976
H -3.6900 1.5462 -2.9862
H -3.4561 -0.0911 -2.3536
H -4.1195 1.1959 -1.3252
C -1.8527 -1.2836 -0.2877
C -3.2936 -1.5095 0.1781
H -1.1729 -1.8429 0.3755
H -1.7270 -1.7110 -1.2943
H -3.5929 -2.5532 -0.0061
H -3.3925 -1.3473 1.2581
H -4.0285 -0.8848 -0.3451
C -1.8697 1.1599 1.2229
C -3.3289 1.5997 1.1141
H -1.2473 2.0250 1.4983
H -1.7493 0.4158 2.0259
H -3.6760 2.0169 2.0695
H -3.4710 2.3656 0.3435
H -3.9990 0.7634 0.8892
Br 4.7114 0.1277 -0.8317
P 1.2019 -1.1592 -2.2381
C -0.1859 -1.5548 -3.3723
C 0.1677 -1.6680 -4.8563
H -0.9379 -0.7594 -3.2289
H -0.6283 -2.4963 -3.0065
H -0.7518 -1.8979 -5.4102
H 0.5611 -0.7276 -5.2667
H 0.8812 -2.4811 -5.0542
C 2.2969 0.0097 -3.1354
C 3.4199 -0.6668 -3.9298
H 2.7717 0.6900 -2.3967
H 1.6729 0.6540 -3.7750
H 4.0367 0.1130 -4.3956
H 4.0831 -1.2493 -3.2814
H 3.0427 -1.3035 -4.7409
C 2.0467 -2.7361 -1.8256
C 2.1515 -3.8355 -2.8864
H 1.4641 -3.1206 -0.9695
H 3.0328 -2.4674 -1.4164
H 2.6827 -4.6926 -2.4493
H 1.1637 -4.2041 -3.1914
H 2.7138 -3.5225 -3.7766
N 1.2177 4.7456 -0.9848
C 1.0013 3.4329 -1.2127
N 1.1455 2.7494 -0.0621
C 1.2673 3.7122 0.9765
C 1.2114 3.6458 2.3647
C 1.7996 4.6996 3.0786
C 2.2268 5.8720 2.4273
C 1.9469 6.0602 1.0606
C 1.4685 4.9490 0.3789
H 1.2396 5.4908 -1.6732
H 0.8709 3.0006 -2.2025
H 0.6511 2.8312 2.8454
H 1.9385 4.6259 4.1620
H 2.7484 6.6438 2.9922
H 2.1125 7.0027 0.5340
*
```

As for the LUMO energy (spin up / spin down): -6.741 / -7.427 eV.



Here is a molecular structure, C5H9N at a distorted geometry from the OMol25 dataset. Energies are from ωB97M-V/def2-TZVPD.

ORCA input file:
```
! wB97M-V def2-TZVPD RIJCOSX def2/J DEFGRID3
* xyz 0 1
C 0.0779 -1.6648 -0.0288
C 0.3639 -0.2336 -0.5024
C -0.8687 0.4160 -1.1241
C 1.0316 0.7768 1.0750
C -0.2004 1.4069 1.4271
N -1.2927 1.7911 1.3503
H 0.6890 -1.8708 0.8457
H 0.3054 -2.4439 -0.7749
H -0.9776 -1.8008 0.2428
H 1.2468 -0.1609 -1.1328
H -1.6908 -0.2762 -1.3669
H -0.6716 1.0486 -1.9974
H -1.3037 1.0435 -0.3225
H 1.8186 1.5612 0.9714
H 1.3955 0.0988 1.8672
*
```

As for the LUMO energy: 0.947 eV.



Computed energy relative to the best compared isomer or geometry (same formula, charge and spin) (kJ/mol) in order:
34.3 286.6 432.5 294.5 121.9 127.2 151.3 192.0